1.
{"formula": "C9H19N3", "method": "wB97M-V/def2-TZVPD", "elements": ["N", "N", "N", "C", "C", "C", "C", "C", "C", "C", "C", "C", "H", "H", "H", "H", "H", "H", "H", "H", "H", "H", "H", "H", "H", "H", "H", "H", "H", "H", "H"], "positions_angstrom": [[-1.449, 2.078, -2.638], [-0.937, 2.011, -1.347], [0.446, 1.140, 0.976], [-1.373, 0.695, -0.711], [0.471, 2.210, -1.181], [-0.947, 0.583, 0.737], [0.786, 2.351, 0.252], [2.338, -1.689, 1.493], [1.216, -1.733, 2.563], [2.430, -0.255, 0.905], [1.203, -0.221, 3.061], [1.541, 0.540, 1.773], [-2.412, 1.787, -2.702], [-1.362, 3.020, -3.057], [-2.439, 0.543, -0.848], [-0.749, -0.080, -1.294], [0.812, 3.074, -1.657], [0.938, 1.471, -1.703], [-1.049, -0.399, 1.112], [-1.659, 1.079, 1.408], [0.081, 3.082, 0.674], [1.761, 2.677, 0.547], [3.324, -1.971, 1.931], [2.161, -2.375, 0.615], [0.186, -1.791, 1.978], [1.428, -2.525, 3.424], [1.903, -0.229, -0.082], [3.433, 0.021, 0.751], [1.966, -0.145, 3.822], [0.193, 0.156, 3.564], [2.163, 1.299, 2.041]], "nbo_charge": [-0.700, -0.291, -0.473, -0.239, -0.251, -0.220, -0.214, -0.417, -0.412, -0.427, -0.409, -0.049, 0.358, 0.357, 0.204, 0.161, 0.196, 0.170, 0.207, 0.176, 0.190, 0.209, 0.198, 0.212, 0.195, 0.225, 0.215, 0.209, 0.207, 0.217, 0.196], "orbital_gap_ev": 8.24, "lumo_energy_ev": 1.04, "max_force_ev_per_a": 4.43, "spin_multiplicity": 1, "smiles": "NN1CCN(C2CCCC2)CC1", "relative_energy_ev": 2.0492}

2.
{"formula": "C12H33N3O7PSn", "method": "wB97M-V/def2-TZVPD", "elements": ["Sn", "P", "O", "O", "O", "O", "C", "C", "C", "O", "C", "N", "H", "H", "H", "H", "H", "H", "H", "H", "H", "H", "H", "C", "C", "C", "O", "C", "N", "H", "H", "H", "H", "H", "H", "H", "H", "H", "H", "H", "C", "C", "C", "O", "C", "N", "H", "H", "H", "H", "H", "H", "H", "H", "H", "H", "H"], "positions_angstrom": [[26.895, 0.689, -4.693], [27.041, 1.671, -1.645], [25.950, 0.574, -2.005], [27.070, 1.880, -0.127], [26.743, 2.972, -2.421], [28.349, 1.104, -2.320], [26.576, 6.066, -6.271], [26.106, 4.985, -5.293], [25.393, 3.835, -6.039], [24.943, 2.773, -5.206], [23.923, 3.159, -4.305], [27.259, 4.646, -4.489], [25.675, 6.478, -6.732], [27.243, 5.627, -7.015], [27.137, 6.796, -5.693], [25.369, 5.476, -4.653], [26.059, 3.423, -6.804], [24.550, 4.147, -6.667], [23.386, 2.259, -4.002], [23.263, 3.868, -4.808], [24.277, 3.564, -3.355], [26.951, 4.143, -3.650], [27.846, 3.992, -4.998], [24.206, -3.534, -2.744], [24.748, -2.498, -3.733], [23.777, -1.410, -4.193], [24.345, -0.726, -5.281], [23.542, -0.178, -6.292], [25.892, -1.871, -3.112], [24.980, -4.257, -2.491], [23.409, -4.104, -3.231], [23.842, -3.057, -1.834], [25.044, -2.969, -4.675], [23.641, -0.678, -3.393], [22.831, -1.872, -4.488], [22.968, 0.671, -5.911], [22.800, -0.913, -6.619], [24.071, 0.140, -7.189], [26.441, -2.546, -2.594], [25.734, -1.139, -2.418], [29.039, -2.553, -2.074], [30.188, -1.702, -2.601], [31.251, -2.508, -3.383], [31.747, -3.569, -2.543], [32.698, -4.403, -3.174], [29.573, -0.755, -3.564], [28.243, -1.904, -1.710], [29.317, -3.176, -1.223], [28.710, -3.217, -2.875], [30.701, -1.182, -1.790], [32.051, -1.834, -3.700], [30.755, -2.853, -4.295], [32.146, -5.109, -3.802], [33.045, -5.099, -2.407], [33.553, -3.923, -3.649], [30.289, -0.148, -3.953], [29.113, -0.133, -2.886]], "nbo_charge": [1.400, 2.517, -1.250, -1.188, -1.269, -1.266, -0.606, -0.082, -0.074, -0.582, -0.261, -0.852, 0.185, 0.186, 0.230, 0.185, 0.169, 0.162, 0.188, 0.155, 0.233, 0.450, 0.324, -0.615, -0.064, -0.062, -0.575, -0.235, -0.890, 0.210, 0.189, 0.218, 0.173, 0.206, 0.163, 0.175, 0.161, 0.191, 0.364, 0.450, -0.618, -0.060, -0.063, -0.547, -0.251, -0.904, 0.237, 0.206, 0.192, 0.181, 0.156, 0.162, 0.162, 0.182, 0.167, 0.339, 0.447], "orbital_gap_ev": 5.48, "lumo_energy_ev": 1.93, "max_force_ev_per_a": 5.17, "spin_multiplicity": 1, "relative_energy_ev": 0.0000, "total_charge": -1}

3.
{"formula": "C15H22BrO4", "method": "wB97M-V/def2-TZVPD", "elements": ["C", "C", "C", "C", "C", "C", "C", "C", "C", "C", "C", "O", "C", "O", "C", "Br", "H", "H", "H", "H", "H", "H", "H", "H", "H", "H", "H", "H", "H", "H", "H", "H", "H", "H", "H", "C", "C", "O", "O", "H", "H", "H"], "positions_angstrom": [[4.434, 1.096, 0.629], [3.832, 1.441, -0.367], [2.919, 1.785, -1.602], [2.501, 0.505, -2.446], [1.053, -0.061, -2.160], [0.817, -0.542, -0.645], [0.456, 0.558, 0.438], [-0.291, 0.018, 1.732], [-0.373, 1.798, -0.094], [-1.936, 1.548, -0.271], [-0.317, -1.687, -0.676], [0.094, -2.710, 0.303], [1.408, -2.568, 0.780], [1.930, -3.078, 1.730], [2.014, -1.553, -0.306], [2.498, -2.890, -1.738], [4.776, 0.652, 1.592], [2.076, 2.467, -1.313], [3.595, 2.402, -2.280], [3.338, -0.240, -2.355], [2.504, 0.837, -3.536], [0.841, -0.895, -2.901], [0.324, 0.761, -2.457], [1.450, 0.977, 0.811], [-0.458, 0.925, 2.398], [-1.310, -0.414, 1.547], [0.367, -0.672, 2.353], [0.005, 2.264, -1.046], [-0.272, 2.606, 0.703], [-2.240, 1.983, -1.274], [-2.567, 2.068, 0.513], [-2.253, 0.474, -0.265], [-0.421, -2.284, -1.627], [-1.341, -1.423, -0.304], [3.004, -1.110, -0.024], [-4.963, -1.236, 2.239], [-4.190, -0.012, 1.734], [-3.483, 0.575, 2.589], [-4.358, 0.258, 0.519], [-4.773, -1.416, 3.299], [-6.036, -1.081, 2.100], [-4.659, -2.124, 1.678]], "nbo_charge": [-0.307, 0.007, -0.481, -0.402, -0.415, -0.070, -0.235, -0.634, -0.413, -0.642, -0.090, -0.535, 0.801, -0.558, -0.317, -0.031, 0.256, 0.249, 0.229, 0.223, 0.209, 0.229, 0.224, 0.216, 0.234, 0.254, 0.206, 0.183, 0.211, 0.187, 0.264, 0.239, 0.196, 0.237, 0.256, -0.730, 0.757, -0.795, -0.802, 0.194, 0.198, 0.197], "orbital_gap_ev": 6.72, "lumo_energy_ev": 2.29, "max_force_ev_per_a": 3.24, "spin_multiplicity": 1, "total_charge": -1}

4.
{"formula": "C46H37As2ClIN4NiO", "method": "wB97M-V/def2-TZVPD", "elements": ["Ni", "Cl", "C", "C", "C", "I", "C", "O", "C", "N", "C", "C", "C", "C", "H", "H", "H", "H", "C", "C", "C", "C", "C", "C", "N", "N", "C", "C", "C", "C", "C", "N", "H", "H", "H", "H", "H", "H", "H", "H", "H", "C", "C", "As", "C", "C", "C", "C", "C", "C", "C", "C", "C", "C", "C", "C", "As", "C", "C", "C", "C", "C", "C", "C", "C", "C", "C", "C", "C", "H", "H", "H", "H", "H", "H", "H", "H", "H", "H", "H", "H", "H", "H", "H", "H", "H", "H", "H", "H", "H", "H", "H", "H"], "positions_angstrom": [[-1.479, -1.340, -0.018], [-7.812, -2.686, 2.064], [-6.248, -2.784, 1.330], [-5.768, -3.996, 0.903], [-4.501, -4.092, 0.321], [-3.729, -5.908, -0.360], [-3.683, -2.977, 0.139], [-2.520, -3.011, -0.434], [-4.192, -1.726, 0.610], [-3.356, -0.662, 0.458], [-3.800, 0.538, 0.775], [-5.066, 0.755, 1.328], [-5.894, -0.313, 1.556], [-5.480, -1.607, 1.181], [-6.374, -4.883, 1.021], [-3.132, 1.367, 0.590], [-5.364, 1.762, 1.582], [-6.866, -0.179, 2.009], [-0.875, -0.091, 5.608], [-0.053, -1.194, 5.404], [0.116, -1.711, 4.136], [-0.557, -1.131, 3.051], [-1.402, -0.044, 3.266], [-1.551, 0.477, 4.537], [-0.444, -1.664, 1.754], [0.496, -2.470, 1.587], [0.601, -3.063, 0.340], [1.319, -4.245, 0.231], [1.368, -4.874, -1.000], [0.693, -4.307, -2.069], [0.014, -3.116, -1.877], [-0.003, -2.483, -0.711], [-0.997, 0.315, 6.603], [0.446, -1.662, 6.242], [0.749, -2.567, 3.956], [-1.927, 0.392, 2.429], [-2.199, 1.329, 4.692], [1.773, -4.665, 1.117], [1.915, -5.798, -1.121], [0.692, -4.779, -3.041], [-0.526, -2.654, -2.693], [1.458, 2.446, -0.130], [2.359, 1.985, -1.275], [2.795, 0.069, -1.080], [3.572, -0.241, -2.849], [4.912, -0.142, -3.202], [5.309, -0.360, -4.515], [4.376, -0.709, -5.480], [3.038, -0.832, -5.133], [2.642, -0.599, -3.826], [4.324, 0.255, 0.127], [4.284, -0.503, 1.297], [5.311, -0.438, 2.228], [6.402, 0.385, 1.992], [6.450, 1.153, 0.837], [5.413, 1.097, -0.082], [-0.261, 1.438, 0.048], [-0.874, 1.716, -1.788], [-1.313, 0.636, -2.550], [-1.711, 0.794, -3.868], [-1.688, 2.055, -4.440], [-1.255, 3.145, -3.699], [-0.837, 2.974, -2.388], [-1.163, 2.922, 0.967], [-0.637, 3.311, 2.198], [-1.154, 4.406, 2.873], [-2.211, 5.121, 2.327], [-2.754, 4.730, 1.113], [-2.235, 3.634, 0.436], [1.166, 3.489, -0.255], [1.996, 2.373, 0.818], [3.286, 2.561, -1.289], [1.866, 2.130, -2.237], [5.654, 0.102, -2.453], [6.354, -0.263, -4.781], [4.692, -0.885, -6.500], [2.305, -1.112, -5.880], [1.595, -0.681, -3.549], [3.437, -1.150, 1.480], [5.261, -1.028, 3.134], [7.211, 0.436, 2.708], [7.300, 1.796, 0.650], [5.457, 1.729, -0.962], [-1.340, -0.351, -2.107], [-2.039, -0.059, -4.450], [-2.013, 2.194, -5.462], [-1.240, 4.132, -4.142], [-0.487, 3.830, -1.823], [0.186, 2.751, 2.630], [-0.726, 4.707, 3.821], [-2.616, 5.977, 2.851], [-3.578, 5.283, 0.681], [-2.666, 3.342, -0.514]], "mulliken_charge": [1.265, -0.253, 0.619, -0.439, -0.325, 0.037, -0.143, -0.582, 0.456, -0.028, -0.106, -1.267, -0.911, 0.149, 0.438, 0.459, 0.559, 0.455, -0.578, -0.668, -0.340, -0.081, 0.382, -0.969, 0.878, -0.451, -0.248, -0.765, -0.514, -1.099, -0.245, 1.374, 0.425, 0.420, 0.483, 0.364, 0.490, 0.575, 0.469, 0.535, 0.577, -1.496, -1.128, 0.684, 0.036, -0.267, -0.755, -0.449, -0.764, -0.167, 0.505, -0.435, -0.612, -0.436, -0.809, -0.559, 1.024, 0.758, -0.221, -1.040, -0.618, -0.811, -0.431, 0.454, -0.904, -0.753, -0.611, -0.962, -0.134, 0.622, 0.628, 0.605, 0.546, 0.468, 0.407, 0.382, 0.418, 0.254, 0.294, 0.415, 0.389, 0.399, 0.377, 0.238, 0.519, 0.408, 0.457, 0.435, 0.413, 0.463, 0.415, 0.468, 0.483], "orbital_gap_ev": [5.68, 5.67], "lumo_energy_ev": [-4.15, -4.16], "max_force_ev_per_a": 1.25, "spin_multiplicity": 3, "relative_energy_ev": 0.0000, "total_charge": 1}